Arrangement one

# C4H10NO3

A 2-piece molecular cluster, C4H10NO3 overall (the ωB97M-V functional and the def2-TZVPD basis, the Open Molecules 2025 dataset).

As for the expectation value of S²: 0.7544. The HOMO-LUMO gap (alpha / beta) is 0.381 / 0.254 Ha. The HOMO energy (alpha / beta) is -9.838 / -9.834 eV.

The geometry in ORCA input format:
```
! wB97M-V def2-TZVPD RIJCOSX def2/J DEFGRID3
* xyz 0 2
O 0.4498 1.8427 0.8775
C 0.6537 0.6438 0.7707
N -0.1266 -0.2058 1.5011
C -0.7091 -1.5524 0.8091
O -1.3258 -1.2500 -0.2869
C 1.8654 0.2149 -0.1311
C 1.5848 -0.6806 -1.3324
H -0.9138 0.1914 1.9975
H -1.3906 -2.0853 1.5562
H 0.1630 -2.2083 0.6211
H 2.2475 1.2545 -0.4066
H 2.7475 -0.1736 0.4388
H 2.3891 -0.9763 -1.9513
H 0.7312 -0.2833 -1.8768
H 1.1256 -1.5343 -0.8635
H -2.4471 0.3561 -1.7175
H -1.4574 1.0602 -0.7915
O -1.9281 1.1582 -1.6240
*
```

=====

Arrangement two

# C4H10NO3

One molecule with the formula C4H10NO3 (the ωB97M-V functional and the def2-TZVPD basis, the Open Molecules 2025 dataset).

As for the expectation value of S²: 0.7506. The HOMO-LUMO gap (alpha / beta) is 0.147 / 0.416 Ha. The HOMO energy (alpha / beta) is -3.465 / -10.998 eV.

The geometry in ORCA input format:
```
! wB97M-V def2-TZVPD RIJCOSX def2/J DEFGRID3
* xyz 0 2
C 1.5780 -0.7407 0.7935
O 1.0215 -1.7570 1.6799
C 0.5258 -0.1873 -0.2003
C 0.0179 1.2326 0.0315
C -0.9912 1.6769 -0.9982
O -2.2787 1.4722 -0.5929
O -0.6872 2.1633 -2.0494
N -0.7125 -1.1534 -0.1921
H 2.0053 0.0157 1.4447
H 2.3511 -1.2134 0.1903
H 1.6401 -2.4926 1.6323
H 0.9138 -0.2981 -1.2142
H 0.8701 1.9134 0.0619
H -0.4638 1.2608 1.0120
H -2.8346 2.1961 -0.9168
H -0.4418 -2.0712 -0.6311
H -1.4225 -0.7494 -0.8204
H -1.0914 -1.2678 0.7692
*
```

=====

Arrangement three

# C4H10NO3

A 2-piece molecular cluster, C4H10NO3 overall (the ωB97M-V functional and the def2-TZVPD basis, the Open Molecules 2025 dataset).

As for the expectation value of S²: 0.7552. The HOMO-LUMO gap (alpha / beta) is 0.383 / 0.280 Ha. The HOMO energy (alpha / beta) is -9.921 / -9.912 eV.

The geometry in ORCA input format:
```
! wB97M-V def2-TZVPD RIJCOSX def2/J DEFGRID3
* xyz 0 2
C 0.7407 0.1386 -0.2729
N -0.3903 -0.1123 0.2893
C -0.7140 -0.0302 1.7572
C -1.3908 -0.7452 -0.4807
C -2.2853 0.3212 -1.0844
O -2.8387 -0.0838 -2.2593
O 1.9407 0.0557 0.0862
H 0.6467 0.2067 -1.3917
H -1.7870 0.1041 1.8676
H -0.2627 -0.9068 2.2049
H -0.1138 0.8253 2.0600
H -0.9507 -1.1720 -1.4900
H -1.8747 -1.5337 0.1345
H -1.6564 1.3580 -1.0581
H -2.9926 0.6792 -0.2964
H 4.7657 -0.4358 -0.1587
H 4.1503 0.8816 -0.0094
O 5.0130 0.4493 0.1017
*
```

=====

arrangement one has the most favorable energy; the next structure is 0.413 eV above.

=====

Arrangement one

# C10H11NO3

One molecule with the formula C10H11NO3 (the ωB97M-V functional and the def2-TZVPD basis, the Open Molecules 2025 dataset).

The HOMO-LUMO gap is 0.319 Ha. The HOMO energy is -8.123 eV.

The geometry in ORCA input format:
```
! wB97M-V def2-TZVPD RIJCOSX def2/J DEFGRID3
* xyz 0 1
C 1.5237 1.6823 0.7421
O 1.9102 0.3508 0.4215
C 2.2495 0.2739 -0.8741
O 2.7001 1.1628 -1.5604
N 2.0973 -1.0508 -1.2791
C 1.3288 -1.9855 -0.5750
C 0.1968 -1.7500 0.1127
O -0.1905 -2.6018 1.0855
C -0.6664 -0.5764 0.0642
C -0.9596 0.1348 -1.0992
C -1.9940 1.0571 -1.0499
C -2.8513 1.1848 0.0455
C -2.5251 0.5391 1.2160
C -1.4140 -0.3093 1.2196
H 2.0599 2.4776 0.0582
H 1.9084 2.0324 1.8141
H 0.3671 1.6900 0.7523
H 2.4408 -1.2292 -2.2023
H 1.9706 -2.9491 -0.5602
H 0.4442 -3.2421 1.2572
H -0.3825 -0.0564 -1.9747
H -2.2196 1.7965 -1.9025
H -3.6444 1.8595 0.1161
H -3.1303 0.4835 2.1396
H -1.2199 -0.9744 2.0327
*
```

=====

Arrangement two

# C10H11NO3

C10H11NO3 as an isolated structure (the ωB97M-V functional and the def2-TZVPD basis, the Open Molecules 2025 dataset).

The HOMO-LUMO gap is 0.305 Ha. The HOMO energy is -7.877 eV.

The geometry in ORCA input format:
```
! wB97M-V def2-TZVPD RIJCOSX def2/J DEFGRID3
* xyz 0 1
C 4.6306 0.1213 0.4335
C 3.6885 -0.5682 -0.2508
C 2.5970 -1.0997 -1.3617
C 1.3025 -1.7193 -0.6028
O 1.3398 -1.9493 0.8375
C 0.1941 -1.2074 1.4024
O 0.0599 -0.7177 2.5953
O -0.7832 -1.1386 0.2857
C 0.0825 -0.6153 -0.7930
C 0.4056 0.9342 -0.3780
C -0.3309 2.0240 -0.9943
H 5.3367 0.9543 0.8556
H 2.3161 -0.2148 -2.0824
H 3.1363 -1.9288 -1.9600
H 0.8762 -2.6490 -1.1447
H -0.2178 -0.8045 -1.8923
H 1.1865 1.2026 0.4292
H -0.5097 1.9709 -2.1462
H -0.8188 2.9186 -0.4343
C -4.4922 1.0287 1.3584
C -3.3052 0.2140 0.9003
N -2.3405 -0.4434 0.5289
H -4.1766 2.0478 1.5938
H -5.2461 1.0628 0.5688
H -4.9313 0.5769 2.2509
*
```

=====

arrangement one has the most favorable energy; the next structure is 11.379 eV above.

=====

Arrangement one

# C2H6O2S2

A 2-piece molecular cluster, C2H6O2S2 overall (the ωB97M-V functional and the def2-TZVPD basis, the Open Molecules 2025 dataset).

The HOMO-LUMO gap (alpha / beta) is 0.317 / 0.233 Ha. The HOMO energy (alpha / beta) is -9.320 / -8.309 eV.

The geometry in ORCA input format:
```
! wB97M-V def2-TZVPD RIJCOSX def2/J DEFGRID3
* xyz 0 1
C -1.6108 -0.0104 0.2999
C 1.6572 -0.6552 0.4159
O 0.3004 1.2749 -2.7152
O -1.0432 -0.0087 -0.9814
S 1.4155 0.8082 1.5299
S -0.6615 1.4499 -1.6628
H -2.4513 0.5960 0.1713
H -0.9416 0.4234 1.1329
H -1.6897 -1.0810 0.6707
H 0.9155 -0.5391 -0.3240
H 1.4363 -1.4870 1.1855
H 2.6733 -0.7709 0.2772
*
```

=====

Arrangement two

# C2H6O2S2

A 2-piece molecular cluster, C2H6O2S2 overall (the ωB97M-V functional and the def2-TZVPD basis, the Open Molecules 2025 dataset).

The HOMO-LUMO gap is 0.347 Ha. The HOMO energy is -8.870 eV.

The geometry in ORCA input format:
```
! wB97M-V def2-TZVPD RIJCOSX def2/J DEFGRID3
* xyz 0 1
O -0.9057 -2.1998 1.0182
C -1.2876 -2.1358 -0.1111
O -0.5664 -1.8879 -1.2048
H -2.3483 -2.2025 -0.4007
H 0.3759 -1.9089 -0.9427
C -0.1773 1.9916 0.2273
S 1.2055 1.4332 -0.7786
S 1.9865 -0.0559 0.3731
H -0.6037 1.2138 0.8531
H 0.1036 2.8692 0.8122
H -0.9712 2.3753 -0.4201
H 3.1886 0.5077 0.5740
*
```

=====

arrangement two has the most favorable energy; the next structure is 3.748 eV above.

=====

Arrangement one

# C4H7IN

An isolated ion of composition C4H7IN and charge +1 (the ωB97M-V functional and the def2-TZVPD basis, the Open Molecules 2025 dataset).

The HOMO-LUMO gap (alpha / beta) is 0.233 / 0.233 Ha. The HOMO energy (alpha / beta) is -13.764 / -13.764 eV.

The geometry in ORCA input format:
```
! wB97M-V def2-TZVPD RIJCOSX def2/J DEFGRID3
* xyz 1 1
C -1.8676 0.4369 0.2720
C 1.0302 1.3126 -0.1428
C 0.4497 -0.0302 -0.5904
C 0.8708 -1.3168 0.1895
N -0.9308 0.1934 -0.4842
I -3.8877 -0.0237 -0.0198
H -1.8519 0.9319 1.3128
H 0.9197 1.8009 0.8413
H 1.5988 1.9142 -0.8780
H 0.7420 -0.2655 -1.6804
H 0.9461 -1.0741 1.2974
H 1.9138 -1.7544 -0.1389
H 0.0669 -2.1252 0.0216
*
```

=====

Arrangement two

# C4H7IN

An isolated ion of composition C4H7IN and charge +1 (the ωB97M-V functional and the def2-TZVPD basis, the Open Molecules 2025 dataset).

The HOMO-LUMO gap (alpha / beta) is 0.239 / 0.286 Ha. The HOMO energy (alpha / beta) is -13.381 / -13.387 eV.

The geometry in ORCA input format:
```
! wB97M-V def2-TZVPD RIJCOSX def2/J DEFGRID3
* xyz 1 1
C -0.2749 1.0475 -0.0277
C -1.2918 0.6029 0.7794
C 0.1680 1.4951 -1.3600
C 0.5234 -2.4438 0.5566
N 1.0966 1.2123 -0.1529
I -1.4283 -2.0299 0.3400
H -0.8905 0.2905 1.7984
H -2.3343 0.7018 0.5452
H 0.2064 1.0710 -2.2864
H 0.1629 2.6408 -1.4215
H 1.2781 -2.3746 -0.1772
H 0.9447 -2.7162 1.5623
H 1.8399 0.5029 -0.1562
*
```

=====

arrangement one has the most favorable energy; the next structure is 1.178 eV above.